Record 1
Formula: C9H16O2
Source: the Open Molecules 2025 dataset
Level of theory: ωB97M-V/def2-TZVPD

Computed properties:
E_tot   -502.792138 hartree
Net charge   0
Maximum force   5.18 eV Å⁻¹
LUMO level (alpha / beta)   0.88 / 0.88 eV

Last column: natural (NBO) charge in e.
Atoms and positions in Å:
C  0.79270  0.32151  0.08916  0.02
C  1.53145  -0.68644  -0.46852  -0.19
C  -0.73035  0.32927  0.18152  -0.02
C  -1.28949  -0.93039  -0.35046  0.27
C  1.48692  1.53726  0.74384  -0.66
C  3.01822  -0.68253  -0.51274  -0.66
C  -1.67931  -0.90756  -1.88598  -0.68
C  -2.10762  2.30319  0.25371  -0.24
C  -0.62943  -2.34184  1.39929  -0.20
O  -1.11758  1.53363  -0.38901  -0.54
O  -1.09710  -2.08454  0.23885  -0.37
H  -0.88392  0.30508  1.33393  0.18
H  2.37555  1.27959  1.23669  0.21
H  0.77668  1.81061  1.58475  0.21
H  1.63629  2.41116  0.01786  0.23
H  3.39887  -1.16905  0.43591  0.22
H  3.37684  0.37013  -0.58192  0.23
H  3.25222  -1.39204  -1.27900  0.23
H  -1.88952  0.19055  -2.04392  0.25
H  -2.57580  -1.59103  -1.94068  0.22
H  -0.79543  -1.36015  -2.39396  0.22
H  -2.17620  3.33421  -0.01244  0.20
H  -2.05745  2.21727  1.34985  0.17
H  -3.04584  1.82381  0.04748  0.17
H  -0.49382  -3.42402  1.74642  0.17
H  0.05194  -1.68529  2.00648  0.16
H  0.87118  -1.51239  -0.80711  0.20


Record 2
Formula: C3H5NO2
Source: the Open Molecules 2025 dataset
Level of theory: ωB97M-V/def2-TZVPD

Computed properties:
E_tot   -322.385593 hartree
Net charge   0
Maximum force   0.67 eV Å⁻¹
LUMO level   -0.13 eV

Last column: natural (NBO) charge in e.
Atoms and positions in Å:
N  1.91228  -1.05622  -0.52822  -0.62
C  0.71326  -0.67951  -0.56523  0.36
C  -0.57019  -0.56631  1.27508  0.09
O  -1.42215  0.15045  0.57194  -0.49
C  -0.68511  1.19481  -0.08316  0.23
O  0.28571  0.59684  -0.90060  -0.54
H  2.53467  -0.25497  -0.62008  0.34
H  -0.07557  -1.44301  -0.57660  0.17
H  -1.09035  -1.52825  1.46839  0.11
H  -1.38603  1.74835  -0.71195  0.18
H  -0.21652  1.83779  0.67043  0.17


Record 3
Formula: C36H67BrClF2I2N2O10
Source: the Open Molecules 2025 dataset
Level of theory: ωB97M-V/def2-TZVPD

Computed properties:
E_tot   -6102.699941 hartree
Net charge   +1
Maximum force   3.96 eV Å⁻¹
LUMO level   -2.86 eV

Last column: Löwdin charge in e.
Atoms and positions in Å:
C  -2.66114  0.68248  5.21469  -0.09
C  -2.23655  1.09855  3.79245  -0.28
C  -0.73850  1.46999  3.71776  -0.16
C  -0.39376  2.28817  2.44272  -0.23
O  -0.00193  1.63792  1.26834  -0.18
N  1.09424  0.98930  0.76085  -0.07
C  1.99071  0.60903  1.90581  -0.48
Br  2.71181  2.17177  2.94253  0.90
C  3.25428  -0.29087  1.83265  -0.34
C  3.12457  -1.49388  2.82314  -0.07
C  1.61601  1.94110  -0.30230  -0.47
I  3.76280  1.70533  -0.80902  1.23
C  1.51273  3.45594  -0.04279  -0.21
C  0.14893  4.18408  -0.27488  -0.08
C  0.05082  5.43652  0.60737  -0.50
N  -0.69194  5.39672  1.82906  0.13
O  0.60851  6.41083  0.23876  0.13
C  0.97865  1.67579  -1.72027  -0.69
F  1.18181  2.72416  -2.51281  0.15
F  1.57015  0.67825  -2.41827  0.06
O  -0.36099  1.54428  -1.59734  -0.03
C  -0.73447  0.28722  -0.96108  -0.53
I  -2.72150  0.73793  -0.12813  1.22
C  -1.10027  -0.60562  -2.17418  -0.21
C  -2.05008  -1.82084  -1.97334  -0.32
C  -3.38840  -1.65775  -2.75017  -0.58
Cl  -4.62849  -2.60154  -1.85419  0.55
C  0.32970  -0.24122  0.11239  -0.26
C  1.28049  -1.37987  -0.27571  -0.06
C  1.02710  -2.53850  -1.25418  -0.21
O  2.06092  -3.50641  -1.01621  -0.04
O  -0.49314  -0.65387  1.17126  -0.19
C  -0.87511  -1.99206  1.40817  -0.22
C  -0.09059  -2.61131  2.60946  -0.04
H  -2.58856  1.56209  5.86005  0.07
H  -3.69733  0.33337  5.14992  0.08
H  -2.07049  -0.16501  5.57451  0.07
H  -2.34073  0.18482  3.18056  0.08
H  -2.87311  1.86720  3.35868  0.07
H  -0.51444  2.09150  4.59303  0.12
H  -0.18061  0.52992  3.81746  0.10
H  0.23635  3.11135  2.78671  0.06
H  -1.32818  2.82057  2.23440  0.11
H  1.35946  0.17319  2.67393  0.06
H  3.51970  -0.73591  0.87278  0.06
H  4.18159  0.18300  2.14690  0.04
H  4.13499  -1.75224  3.15938  0.09
H  2.58657  -1.21391  3.73585  0.08
H  2.72611  -2.39229  2.34985  0.05
H  2.20015  3.94431  -0.73270  0.09
H  1.85781  3.81025  0.93055  0.08
H  0.07797  4.55606  -1.29824  0.12
H  -0.73019  3.55377  -0.10481  0.10
H  -0.25802  6.03792  2.48680  0.10
H  -1.62699  5.72762  1.59929  0.10
H  -0.25315  -0.88121  -2.80659  0.11
H  -1.67172  0.05534  -2.83719  0.11
H  -1.56360  -2.68126  -2.45127  0.10
H  -2.25549  -2.11839  -0.94684  0.04
H  -3.26418  -2.01762  -3.78392  0.06
H  -3.68033  -0.60690  -2.74457  0.04
H  1.62658  -1.87461  0.63861  0.10
H  2.19797  -0.90697  -0.65383  0.09
H  0.08998  -3.09116  -1.20094  0.10
H  1.22170  -2.22365  -2.28005  0.12
H  1.82092  -3.98890  -0.21328  0.09
H  -0.88157  -2.72602  0.60107  0.11
H  -1.91040  -1.97375  1.76832  0.12
H  0.25615  -1.77473  3.21997  0.06
H  -0.78459  -3.18945  3.22274  0.07
H  0.70795  -3.28392  2.28373  0.07
C  -3.58297  5.92518  5.56811  -0.02
C  -3.76402  4.82161  4.55706  -0.49
O  -2.97410  3.90607  4.47198  0.06
C  -4.97071  4.90449  3.65574  -0.01
H  -2.67989  5.74038  6.14697  0.08
H  -3.48490  6.88564  5.05914  0.09
H  -4.43644  5.95296  6.24705  0.09
H  -4.93308  5.82078  3.06394  0.09
H  -5.88372  4.88816  4.25243  0.09
H  -4.97768  4.05019  2.98048  0.08
C  -2.93019  -0.23802  -7.81825  -0.02
C  -2.63535  -1.54808  -7.13069  -0.49
O  -3.27480  -1.90941  -6.16517  0.05
C  -1.51758  -2.38349  -7.69529  -0.02
H  -3.75531  0.25930  -7.31112  0.08
H  -2.05196  0.40873  -7.78038  0.08
H  -3.21242  -0.41756  -8.85655  0.09
H  -0.57859  -1.82729  -7.65044  0.09
H  -1.73968  -2.65645  -8.72574  0.06
H  -1.41502  -3.29449  -7.10909  0.08
C  6.28402  3.78544  1.30688  -0.04
C  6.76475  2.56419  2.04693  -0.50
O  6.01806  1.64040  2.29002  0.01
C  8.21052  2.53906  2.46952  -0.01
H  5.22813  3.66899  1.06810  0.02
H  6.40792  4.67331  1.92893  0.09
H  6.84628  3.90029  0.37842  0.09
H  8.41632  3.37136  3.14433  0.09
H  8.85654  2.60587  1.59271  0.09
H  8.41923  1.60591  2.98918  0.08
C  -2.59983  -6.04232  -11.62631  -0.02
C  -1.54574  -5.17103  -10.99155  -0.49
O  -1.72355  -4.64913  -9.91287  0.05
C  -0.26048  -4.97735  -11.75692  -0.02
H  -3.46728  -6.09503  -10.97120  0.08
H  -2.90685  -5.61871  -12.58387  0.09
H  -2.20995  -7.05032  -11.77611  0.09
H  -0.46701  -4.50803  -12.72007  0.09
H  0.22973  -5.93959  -11.91227  0.09
H  0.40567  -4.33186  -11.18730  0.08
C  1.73042  -3.51812  6.55691  -0.02
C  0.26865  -3.85847  6.40165  -0.49
O  -0.46012  -3.20261  5.68965  0.05
C  -0.24536  -5.04874  7.17009  -0.02
H  1.96429  -2.64351  5.95152  0.07
H  1.95241  -3.29249  7.60087  0.09
H  2.34596  -4.35417  6.22074  0.09
H  -0.10855  -4.88892  8.24065  0.09
H  0.28522  -5.95061  6.86039  0.09
H  -1.30664  -5.17852  6.96743  0.08


Record 4
Formula: C19H24N4O4
Source: the Open Molecules 2025 dataset
Level of theory: ωB97M-V/def2-TZVPD

Computed properties:
E_tot   -1258.460529 hartree
Net charge   0
Maximum force   1.48 eV Å⁻¹
LUMO level   0.69 eV
Structure (SMILES)   CCOCCOc1nc2c(c(=O)n(C)c(=O)n2C)n1CCc1ccccc1

Last column: natural (NBO) charge in e.
Atoms and positions in Å:
C  -6.59712  -0.94234  1.13848  -0.62
C  -5.16874  -0.42751  1.19497  -0.05
O  -4.70980  -0.23174  -0.12713  -0.54
C  -3.38986  0.23876  -0.19179  -0.09
C  -2.99930  0.32627  -1.66766  -0.08
O  -1.75128  0.97773  -1.85025  -0.48
C  -0.67428  0.26843  -1.52357  0.69
N  -0.65669  -0.96598  -1.05723  -0.57
C  0.65953  -1.23285  -0.87004  0.37
C  1.44143  -0.15711  -1.24450  -0.09
C  2.86421  -0.16989  -1.15575  0.66
O  3.63516  0.69837  -1.52276  -0.63
N  3.31583  -1.35938  -0.57190  -0.45
C  4.74626  -1.49313  -0.35251  -0.42
C  2.55975  -2.44659  -0.16674  0.80
O  3.07873  -3.42418  0.32844  -0.64
N  1.19469  -2.37147  -0.36162  -0.41
C  0.34269  -3.47498  0.02079  -0.41
N  0.55182  0.81040  -1.68544  -0.34
C  0.87288  2.19449  -1.92156  -0.21
C  0.66666  3.01164  -0.63166  -0.43
C  1.41523  2.35493  0.49504  -0.04
C  2.77667  2.57251  0.66034  -0.14
C  3.48838  1.87218  1.61731  -0.22
C  2.84835  0.94166  2.41797  -0.22
C  1.48794  0.73105  2.27332  -0.20
C  0.77633  1.43675  1.31951  -0.23
H  -7.22970  -0.22073  0.62973  0.21
H  -6.62943  -1.87813  0.58820  0.21
H  -6.97369  -1.10365  2.14448  0.21
H  -5.12438  0.52301  1.75016  0.16
H  -4.51889  -1.15144  1.71127  0.16
H  -3.31053  1.23621  0.27274  0.16
H  -2.70334  -0.44521  0.32929  0.19
H  -2.96643  -0.68010  -2.09291  0.20
H  -3.72976  0.93445  -2.20370  0.20
H  5.12306  -2.36751  -0.88213  0.21
H  5.21839  -0.58768  -0.72597  0.24
H  4.94491  -1.61668  0.71162  0.21
H  -0.21783  -3.82315  -0.84628  0.21
H  0.98094  -4.26832  0.40455  0.25
H  -0.35957  -3.15009  0.78833  0.21
H  1.92141  2.22962  -2.22353  0.25
H  0.23354  2.57393  -2.72170  0.22
H  1.03073  4.02518  -0.80264  0.22
H  -0.40053  3.05294  -0.40498  0.21
H  3.28512  3.27999  0.02284  0.21
H  4.54866  2.04315  1.72800  0.22
H  3.40640  0.38275  3.15464  0.22
H  0.98130  0.01026  2.89878  0.21
H  -0.28585  1.26316  1.20509  0.21